# 1
Entry from the Open Molecules 2025 dataset: the molecule C17H18BrN3O2 (ωB97M-V/def2-TZVPD).

Positions of all 41 atoms, in Å:
C 1.8160 2.8298 0.5491
C -5.7318 0.1908 -0.9646
H -2.1441 1.9526 -0.7118
H 2.8765 1.9049 -1.7476
C -3.5320 0.4655 -0.0010
C -6.0291 -0.8619 -0.0810
H 4.2642 -0.1079 -2.0977
H -6.6940 -3.4099 0.5658
H 1.8249 3.1418 1.6047
C -8.2811 -1.0483 -0.9991
H -7.5187 -2.3942 1.7690
H -8.0252 -1.2195 -2.0504
Br 5.3271 -2.1870 -0.2831
C 2.6990 1.6174 0.3626
C -7.4765 -2.6597 0.7073
C 0.3706 2.4358 0.1566
C 3.8326 -0.3109 1.2563
C 3.1396 1.2767 -0.9108
H -3.0711 -0.8713 1.5972
N -7.2342 -1.5018 -0.1174
H -6.4542 0.5053 -1.6995
O -0.1557 3.0027 -0.7824
H 2.7401 1.0821 2.4421
C 3.9206 0.1541 -1.1090
C -2.2698 1.1572 0.0198
H -4.3185 1.6359 -1.6171
H 0.4229 1.0664 1.6502
H -9.1996 -1.5873 -0.7799
O 2.2047 3.9031 -0.2521
H 4.1114 -0.9297 2.0953
C -3.8231 -0.5814 0.8806
H -8.4741 0.0180 -0.8560
N -0.1577 1.4609 0.9205
C -4.5170 0.8324 -0.9219
C 4.2564 -0.6334 -0.0212
H -8.4269 -3.1099 0.4312
N -1.3672 0.8308 0.8647
C -5.0334 -1.2278 0.8446
H 1.4710 4.0529 -0.8801
C 3.0544 0.8172 1.4420
H -5.2143 -2.0224 1.5496

The net charge is 0. Its molecular weight is 376.3 Da. The orbital gap comes out at 8.07 eV. The structure (SMILES) is CN(C)c1ccc(/C=N/NC(=O)[C@H](O)c2ccc(Br)cc2)cc1. The value obtained for the total energy is -3547.3487 Ha.

***

# 2
Entry from the Open Molecules 2025 dataset: the molecule C5H3NO in a non-equilibrium geometry (ωB97M-V/def2-TZVPD).

Positions of all 10 atoms, in Å:
C -1.6805 1.2460 -0.2330
O 0.2520 0.6886 0.9624
H -0.0299 -1.5981 -0.1558
N -2.6423 1.8731 -0.3789
H -0.3057 -0.8813 -1.8174
H 1.9535 -0.0263 1.7674
C 0.0259 -0.6088 -0.8214
C 1.3133 -1.0452 -0.1765
C -0.5176 0.4562 -0.0772
C 1.2951 -0.1973 0.9258

The net charge is 0. Its molecular weight is 93.1 Da. The orbital gap comes out at 8.25 eV. The value obtained for the total energy is -322.1400 Ha. The value obtained for the energy above the lowest of the compared OMol25 structures with the same formula, charge and spin is 95.26 kcal per mole.

***

# 3
Entry from the Open Molecules 2025 dataset: the molecule C7H7NO in a non-equilibrium geometry (ωB97M-V/def2-TZVPD).

Positions of all 16 atoms, in Å:
C -0.2639 -0.4877 0.5786
H 0.4542 -1.7985 -1.0662
N -1.9925 0.9456 -0.1942
C -0.7601 1.6927 0.0125
H 2.3390 1.5949 0.1171
C 1.9716 -0.4945 -0.2391
H -2.8626 1.2145 -0.7717
H 0.9842 -2.3264 0.4173
H -0.4516 -0.6812 1.6743
H 2.9230 -0.8996 -0.6230
C 1.6408 0.7929 0.0176
C 0.7549 -1.4116 -0.0954
C -1.7213 -0.4206 0.0340
H -0.7371 2.7213 -0.1845
O -2.5085 -1.3185 -0.0316
C 0.2298 0.8766 0.3545

The net charge is 0. Its molecular weight is 121.1 Da. The orbital gap comes out at 8.83 eV. The structure (SMILES) is O=C1NC=C2C=CC[C@H]12. The value obtained for the total energy is -400.8912 Ha. The value obtained for the energy above the lowest of the compared OMol25 structures with the same formula, charge and spin is 12.30 kcal per mole.

***

# 4
Entry from the Open Molecules 2025 dataset: a cluster of 9 separate species, C27H78N12O9 in total in a non-equilibrium geometry (ωB97M-V/def2-TZVPD).

Positions of all 126 atoms, in Å:
N 13.4027 -24.5968 15.8662
H 10.8869 -26.2801 9.1910
H 7.6099 -25.2911 14.9425
H 9.1325 -20.3632 18.0598
C 11.1198 -28.8501 12.8927
N 16.2473 -27.7479 18.8714
H 10.1233 -28.4020 12.7481
O 17.0420 -25.9153 19.9220
C 17.2951 -22.4710 18.2503
H 13.4563 -24.9442 14.9256
O 11.1273 -30.0623 12.1205
H 14.0938 -28.9593 14.9555
C 10.2942 -23.4109 14.3537
C 18.5443 -23.1206 17.7436
O 10.5345 -21.3082 19.2608
H 10.0881 -29.7896 14.4158
H 14.6858 -24.9471 18.7996
C 14.9344 -23.8480 24.0285
H 15.8379 -25.0890 22.4934
C 11.8913 -29.9515 10.9165
H 10.7315 -20.4009 17.4197
H 14.9298 -21.4719 18.1064
H 19.3159 -22.3551 17.6187
H 17.7374 -23.3865 24.0826
C 10.7231 -25.5076 9.9433
C 11.6544 -22.1257 19.1795
C 15.9994 -24.1414 23.0268
H 9.7287 -25.0693 9.8845
C 13.1863 -21.2013 21.0036
H 17.5121 -21.9313 19.1741
N 11.8574 -23.6435 8.6799
H 12.0374 -24.2951 7.9100
H 12.2427 -24.4391 24.5078
C 11.7746 -21.5720 14.3461
C 15.2843 -28.2314 13.4858
H 19.2838 -24.3923 16.0321
H 12.4044 -21.6556 18.5048
C 10.0033 -21.0134 17.9829
H 12.6762 -20.2596 20.8084
C 17.3669 -24.3292 23.6723
C 15.7778 -20.7986 17.9140
C 11.8089 -24.4642 9.8905
C 9.1575 -24.0240 15.1511
H 16.8769 -23.3107 21.3925
H 14.9245 -27.4737 15.4499
H 13.9977 -23.5094 18.1380
O 13.7326 -23.4228 23.4016
H 13.5760 -23.7458 21.4662
N 14.9844 -29.3641 12.7304
N 8.3975 -25.0125 14.3533
N 19.0027 -24.0535 18.7837
H 11.8191 -22.9442 23.6154
H 11.4379 -23.1057 18.7210
H 9.2223 -25.6356 16.6753
C 14.2286 -25.1566 16.8378
H 10.4966 -24.3480 16.8927
H 13.4904 -25.5496 13.3797
H 12.6065 -21.7417 15.0360
H 7.9257 -24.5591 13.5706
H 14.6131 -24.6831 12.4121
N 14.2093 -24.4778 18.0511
H 14.4022 -30.0638 13.1516
N 16.0931 -23.1209 22.0108
H 11.8921 -28.1124 12.6641
H 17.5204 -24.4838 16.2954
H 11.1263 -24.1298 14.3091
N 14.6798 -28.1660 14.7184
H 18.0475 -24.5708 22.8554
H 14.0464 -24.3894 10.0507
N 12.2328 -30.1498 14.6912
H 12.7207 -22.8844 25.1493
H 11.6376 -20.4970 14.2454
H 11.6789 -23.7705 10.7360
C 11.0682 -29.2984 14.3528
H 9.9290 -23.2830 13.3179
C 13.5668 -25.0168 12.4401
H 14.6965 -24.7355 24.6359
H 15.2945 -23.0309 21.4008
H 17.2946 -25.0657 24.4700
C 18.4173 -23.8627 16.4217
H 13.0690 -23.6792 16.0890
H 12.3710 -24.3839 20.4760
O 16.0698 -27.3760 13.0486
H 15.6383 -28.5163 19.1047
O 16.8456 -21.4637 17.3498
C 12.3031 -22.3456 20.5275
C 11.0878 -28.1298 15.3294
H 12.0743 -30.5387 15.6177
H 9.7696 -21.8978 17.3900
H 18.4078 -24.8751 18.8610
H 12.8756 -24.1662 12.4109
H 11.8542 -30.9287 10.4367
H 10.9293 -23.2768 8.4858
H 8.8070 -24.1494 17.2745
H 18.2086 -23.1453 15.5970
H 13.4649 -21.3486 22.0429
H 15.2070 -23.0834 24.7685
C 12.5869 -23.4388 24.2081
O 13.3008 -25.8388 11.3220
H 8.5003 -23.1713 15.3935
O 10.5810 -22.1152 14.8664
C 9.4977 -24.5855 16.5374
H 11.3462 -29.2402 10.3065
N 16.6040 -27.7556 21.2034
H 15.4345 -20.0652 17.1888
H 16.0509 -20.3350 18.8669
H 19.9386 -24.4041 18.6442
C 16.6566 -27.0551 20.0101
H 12.0132 -21.9855 13.3642
H 12.0974 -27.7103 15.3796
H 13.3749 -25.8159 9.3674
H 14.1491 -21.2259 20.4862
H 12.2000 -30.9248 14.0225
H 16.8227 -27.2736 22.0532
N 13.0366 -23.6296 20.5980
H 10.7338 -28.3302 16.3398
H 15.1379 -29.3474 11.7511
O 14.9171 -26.1943 16.6347
H 16.4855 -28.7438 21.2088
H 15.8850 -27.2251 18.0750
H 11.4749 -22.4669 21.2530
C 13.1837 -25.0557 10.1458
H 16.5028 -23.2246 18.3463
H 12.9139 -29.7149 11.1452
H 10.5118 -27.2785 14.9393
H 10.7918 -26.0018 10.9157

The net charge is 0. Its molecular weight is 715.0 Da. The orbital gap comes out at 8.85 eV. The structure (SMILES) is COC[C@H](C)N.COC[C@H](C)N.COC[C@H](C)N.COC[C@H](C)N.COC[C@H](C)N.COC[C@H](C)N.NC(N)=O.NC(N)=O.NC(N)=O. The value obtained for the total energy is -2409.7367 Ha. The value obtained for the energy above the lowest of the compared OMol25 structures with the same formula, charge and spin is 8.22 kcal per mole.

***

# 5
Entry from the Open Molecules 2025 dataset: a structure of composition C18H40CoGeN2O10P2 in a non-equilibrium geometry (ωB97M-V/def2-TZVPD).

Positions of all 74 atoms, in Å:
H -2.5637 1.5358 0.4904
H -2.0095 -3.4017 -0.2594
Ge -0.6212 -1.8625 2.0635
H -2.4867 4.2859 0.2943
C 0.8003 1.0455 -3.3587
H -1.5819 -0.0312 -4.8667
P -0.4437 -0.2284 -3.0454
H 2.0901 -4.8131 0.9658
H 2.5157 1.8703 3.4447
N -0.3876 3.8927 0.0185
H -0.0477 2.1517 4.3835
C -0.3599 1.5803 3.5077
C 1.1900 -0.2592 4.1766
C -1.7053 3.5490 0.2268
H 0.3477 -0.8437 4.5517
H 1.9663 -0.9487 3.8390
C 0.7705 0.6760 3.0498
H 1.5829 0.3236 5.0100
C 1.5720 -2.8584 0.2405
H 2.3454 -4.1586 -1.2861
H 2.1171 -2.4996 -1.8165
H -3.3421 0.0050 -1.0473
H -4.7814 -0.8898 -0.5514
C -2.9716 -1.5676 0.3813
C -1.7376 2.1952 0.3145
O 0.4128 -1.9760 0.3764
H -0.6499 2.2799 2.7247
H 2.6593 0.8307 2.0183
C 0.2047 2.4365 -3.1863
H 1.0017 3.1778 -3.1230
O -0.8602 -0.2269 -1.6069
H -4.0691 0.2813 0.5596
H 1.9618 0.2658 -4.7270
C 1.2997 -4.0775 1.1143
H 2.7621 -1.9078 1.7770
H 1.2830 -3.8247 2.1765
O -1.7333 0.0081 -3.9107
O 1.2349 0.9078 -4.7091
H -4.6288 -2.6512 1.2122
H -3.5541 -3.0652 -1.0536
O 1.5813 0.4039 -0.8180
C 1.6862 -3.2928 -1.2076
C 2.8384 -2.1640 0.7172
H 3.0205 -1.2529 0.1515
H -0.4267 2.4981 -2.3029
C 0.3296 2.7642 -0.0242
H -3.8861 -1.5107 2.3456
N -0.4560 1.7196 0.1621
H 3.9763 1.6489 -2.5715
H 0.6635 5.5468 0.7952
H -2.1014 -2.1631 -1.5091
O 2.7788 -0.6124 -2.9005
H -3.0951 -3.0521 1.9704
O 0.3095 -0.1707 1.9525
O -1.7409 -0.9513 0.8980
H 1.1275 -1.6400 -3.4101
H 1.3921 2.7273 -0.1934
H 1.6889 2.3095 1.9571
H 0.7037 -3.5700 -1.5947
C 1.9793 1.4714 2.5833
Co 0.0473 -0.1495 0.0835
H 0.8382 5.2883 -0.9547
H 0.3460 -4.5425 0.8516
O 3.1348 1.8075 -2.1217
C 0.1486 5.2494 -0.1152
H -1.2382 0.9909 3.7803
C -3.6813 -2.2319 1.5516
O 0.1615 -1.5693 -3.5870
C -2.6358 -2.6104 -0.6787
P 2.1602 0.5536 -2.2128
C -3.8390 -0.4692 -0.1996
H 3.6949 -2.8276 0.5871
H -0.4127 2.6636 -4.0551
H -0.6766 5.9301 -0.2999

The net charge is +1. Its molecular weight is 638.0 Da. The orbital gap comes out at 8.03 eV. The value obtained for the total energy is -5714.2917 Ha.

***

# 6
Entry from the Open Molecules 2025 dataset: a cluster of 2 separate species, H7N3O in total in a non-equilibrium geometry (ωB97M-V/def2-TZVPD).

Positions of all 11 atoms, in Å:
H 2.4716 -0.9550 -0.7370
H -2.9329 0.6727 0.1603
H -0.6592 -0.9401 0.0488
N 1.6811 0.7762 -0.0994
N -2.3827 -0.0358 -0.3511
H -2.0735 0.5331 -1.1501
H -1.3983 -0.5148 1.3703
H 2.3460 1.0894 0.6224
N -1.1575 -0.1003 0.4396
O 1.8130 -0.6741 -0.0648
H 0.7560 1.0263 0.2790

The net charge is 0. Its molecular weight is 65.1 Da. The orbital gap comes out at 9.89 eV. The structure (SMILES) is NN.NO. The value obtained for the total energy is -243.5864 Ha. The value obtained for the energy above the lowest of the compared OMol25 structures with the same formula, charge and spin is 0.00 kcal per mole.

***

# 7
Entry from the Open Molecules 2025 dataset: the molecule C2H6N2OS in a non-equilibrium geometry (ωB97M-V/def2-TZVPD).

Positions of all 12 atoms, in Å:
N 0.1816 1.5384 -0.1133
C -1.0844 -0.5979 0.0243
S 2.8378 0.1296 -0.0902
C 0.1466 0.2749 -0.0958
H -2.3617 0.6265 -0.8020
H 1.1777 -1.5157 -0.0679
H 2.8701 0.4931 1.2016
H -1.0081 -1.3057 -0.8237
H -0.7032 1.9215 0.0404
N 1.2698 -0.5347 -0.2407
O -2.2830 0.1395 0.0251
H -1.0430 -1.1695 0.9422

The net charge is 0. Its molecular weight is 106.2 Da. The orbital gap comes out at 9.86 eV. The structure (SMILES) is [H]/N=C(\CO)NS. The value obtained for the total energy is -662.7134 Ha. The value obtained for the energy above the lowest of the compared OMol25 structures with the same formula, charge and spin is 33.58 kcal per mole.